No. 1
The following is a quantum chemistry calculation of one molecule with the formula C11H21N3O4 at a distorted geometry, from OMol25.

```
39
C11H21N3O4, DFT ωB97M-V/def2-TZVPD
C -4.282 -1.257 1.661
C -3.460 -0.820 0.415
C -4.354 -0.610 -0.763
C -2.409 0.320 0.804
C -1.713 0.781 -0.553
N -0.743 -0.363 -0.799
C 0.282 -0.691 0.026
O 0.555 0.212 0.878
C 1.075 -2.079 -0.166
N 1.013 -2.327 -1.622
C 2.496 -1.838 0.467
C 3.330 -0.751 -0.322
C 3.733 0.573 0.241
N 4.965 0.628 0.843
O 2.812 1.463 0.129
C -1.124 2.168 -0.458
O -1.840 3.125 -0.587
O 0.181 2.230 -0.228
H -3.661 -1.142 2.550
H -4.540 -2.328 1.508
H -5.171 -0.608 1.758
H -2.928 -1.702 0.202
H -4.672 0.431 -1.078
H -5.368 -1.012 -0.513
H -3.975 -1.115 -1.701
H -2.887 1.200 1.295
H -1.676 -0.125 1.344
H -2.579 0.853 -1.228
H -0.960 -0.955 -1.567
H 0.448 -2.940 0.271
H 0.921 -1.396 -2.069
H 1.798 -2.836 -2.000
H 2.220 -1.546 1.461
H 3.079 -2.800 0.596
H 4.335 -1.120 -0.718
H 2.771 -0.460 -1.204
H 5.086 1.520 1.154
H 5.513 -0.151 1.006
H 0.493 1.641 0.334
```

As for the frontier orbital gap: 9.98 eV. The multiplicity is 1. The HOMO energy comes out at -9.449 eV. As for the structure (SMILES): CC(C)C[C@H](NC(=O)[C@@H](N)CCC(N)=O)C(=O)O.

The natural (NBO) scheme yields these atomic charges, measured in e: atom 1 (C): -0.596, atom 2 (C): -0.231, atom 3 (C): -0.644, atom 4 (C): -0.363, atom 5 (C): -0.170, atom 6 (N): -0.617, atom 7 (C): 0.683, atom 8 (O): -0.676, atom 9 (C): -0.111, atom 10 (N): -0.857, atom 11 (C): -0.417, atom 12 (C): -0.511, atom 13 (C): 0.671, atom 14 (N): -0.811, atom 15 (O): -0.619, atom 16 (C): 0.785, atom 17 (O): -0.580, atom 18 (O): -0.667, atom 19 (H): 0.209, atom 20 (H): 0.207, atom 21 (H): 0.204, atom 22 (H): 0.189, atom 23 (H): 0.221, atom 24 (H): 0.224, atom 25 (H): 0.210, atom 26 (H): 0.222, atom 27 (H): 0.211, atom 28 (H): 0.256, atom 29 (H): 0.408, atom 30 (H): 0.226, atom 31 (H): 0.363, atom 32 (H): 0.376, atom 33 (H): 0.243, atom 34 (H): 0.217, atom 35 (H): 0.201, atom 36 (H): 0.235, atom 37 (H): 0.404, atom 38 (H): 0.404, atom 39 (H): 0.501

=====

No. 2
The following is a quantum chemistry calculation of a 2-piece molecular cluster, C5H11NO3P overall at a distorted geometry, from OMol25.

```
21
C5H11NO3P, DFT ωB97M-V/def2-TZVPD
C -0.596 -2.810 0.468
C 0.506 -1.875 -0.016
C -0.004 2.673 0.711
C -0.435 1.376 -1.042
C 1.034 -0.686 0.508
N -0.666 1.553 0.162
O 2.813 1.268 0.758
O 2.228 0.391 -1.595
O 3.556 -1.053 0.025
P 2.524 -0.046 -0.229
H -1.494 -2.465 -0.007
H -0.573 -3.763 0.162
H 0.999 -2.375 -0.886
H -0.750 3.142 1.432
H 0.856 2.214 1.192
H 0.556 3.435 0.213
H -0.759 -2.764 1.551
H -0.742 0.527 -1.561
H 0.036 2.128 -1.696
H 0.594 -0.269 1.451
H 3.182 0.882 1.596
```

As for the frontier orbital gap: 8.39 eV. The multiplicity is 1. Its charge is -1. The HOMO energy comes out at -4.577 eV.

The natural (NBO) scheme yields these atomic charges, measured in e: atom 1 (C): -0.641, atom 2 (C): -0.183, atom 3 (C): -0.473, atom 4 (C): -0.007, atom 5 (C): -0.624, atom 6 (N): -0.422, atom 7 (O): -1.033, atom 8 (O): -1.172, atom 9 (O): -1.180, atom 10 (P): 2.360, atom 11 (H): 0.203, atom 12 (H): 0.197, atom 13 (H): 0.192, atom 14 (H): 0.168, atom 15 (H): 0.246, atom 16 (H): 0.181, atom 17 (H): 0.196, atom 18 (H): 0.162, atom 19 (H): 0.139, atom 20 (H): 0.210, atom 21 (H): 0.482

=====

No. 3
The following is a quantum chemistry calculation of C21H23NO9V as an isolated structure at a distorted geometry, from OMol25.

```
55
C21H23NO9V, DFT ωB97M-V/def2-TZVPD
V 2.032 -2.628 2.875
C -1.512 -2.988 1.050
C -1.989 -3.900 0.000
C -1.057 -5.004 -0.644
O -1.423 -5.638 -1.647
C 0.164 -5.172 0.071
C 0.458 -4.402 1.237
C -0.285 -3.098 1.529
O 0.179 -2.290 2.437
O 1.365 -4.573 2.076
O -3.084 -3.620 -0.562
H -2.105 -2.146 1.215
H 0.720 -5.961 -0.385
C 4.663 -0.893 0.485
C 3.924 -1.432 1.543
C 3.472 -0.509 2.584
O 2.944 -1.188 3.628
C 3.458 0.811 2.445
C 4.137 1.386 1.260
C 4.793 0.457 0.245
O 5.366 0.973 -0.698
O 4.115 2.613 1.217
O 3.611 -2.711 1.678
H 5.110 -1.601 -0.195
H 3.012 1.428 3.172
C -0.794 -0.468 -2.366
C -1.114 1.029 -1.963
C -2.557 1.344 -2.295
C -3.183 2.544 -1.598
C -2.967 2.417 -0.123
C -1.530 2.135 0.326
N -1.000 1.075 -0.480
O 0.311 0.744 -0.008
C -0.665 3.425 0.347
C -1.564 1.529 1.740
C -0.188 2.037 -2.647
H 0.179 -0.726 -2.105
H -0.906 -0.629 -3.395
H -1.453 -1.077 -1.792
H -2.582 1.362 -3.384
H -3.254 0.482 -2.091
H -4.224 2.557 -1.878
H -2.866 3.532 -1.982
H -3.622 1.663 0.280
H -3.274 3.351 0.369
H -0.617 3.882 -0.675
H -1.102 4.213 0.978
H 0.338 3.247 0.660
H -0.537 1.381 2.111
H -1.983 2.246 2.417
H -1.964 0.490 1.836
H -0.765 2.981 -2.718
H 0.024 1.828 -3.703
H 0.738 2.225 -2.150
H 1.052 1.264 -0.329
```

As for the frontier orbital gap (alpha / beta): 5.65 / 6.37 eV. The multiplicity is 4. Its charge is -2. The HOMO energy (alpha / beta) comes out at -1.356 / -2.078 eV.

The natural (NBO) scheme yields these atomic charges, measured in e: atom 1 (V): 1.222, atom 2 (C): -0.449, atom 3 (C): 0.449, atom 4 (C): 0.432, atom 5 (O): -0.650, atom 6 (C): -0.550, atom 7 (C): 0.441, atom 8 (C): 0.351, atom 9 (O): -0.763, atom 10 (O): -0.701, atom 11 (O): -0.615, atom 12 (H): 0.204, atom 13 (H): 0.209, atom 14 (C): -0.477, atom 15 (C): 0.400, atom 16 (C): 0.309, atom 17 (O): -0.778, atom 18 (C): -0.426, atom 19 (C): 0.459, atom 20 (C): 0.399, atom 21 (O): -0.604, atom 22 (O): -0.581, atom 23 (O): -0.701, atom 24 (H): 0.210, atom 25 (H): 0.214, atom 26 (C): -0.592, atom 27 (C): 0.123, atom 28 (C): -0.412, atom 29 (C): -0.405, atom 30 (C): -0.395, atom 31 (C): 0.108, atom 32 (N): -0.172, atom 33 (O): -0.588, atom 34 (C): -0.642, atom 35 (C): -0.618, atom 36 (C): -0.637, atom 37 (H): 0.225, atom 38 (H): 0.187, atom 39 (H): 0.237, atom 40 (H): 0.204, atom 41 (H): 0.222, atom 42 (H): 0.204, atom 43 (H): 0.186, atom 44 (H): 0.214, atom 45 (H): 0.196, atom 46 (H): 0.198, atom 47 (H): 0.200, atom 48 (H): 0.227, atom 49 (H): 0.241, atom 50 (H): 0.183, atom 51 (H): 0.240, atom 52 (H): 0.193, atom 53 (H): 0.207, atom 54 (H): 0.211, atom 55 (H): 0.451

=====

No. 4
The following is a quantum chemistry calculation of a 8-piece molecular cluster, C14H46N6O10 overall at a distorted geometry, from OMol25.

```
76
C14H46N6O10, DFT ωB97M-V/def2-TZVPD
C 16.569 6.663 -12.199
O 16.094 5.798 -13.216
C 16.028 6.449 -14.483
C 15.252 5.542 -15.489
N 16.047 4.559 -16.095
C 17.120 5.007 -17.038
C 16.528 4.900 -18.542
O 16.227 3.506 -18.810
C 17.263 2.536 -18.836
H 16.963 5.972 -11.454
H 15.799 7.371 -11.891
H 17.394 7.299 -12.521
H 17.059 6.693 -14.740
H 15.495 7.399 -14.455
H 14.909 6.191 -16.294
H 14.292 5.225 -15.080
H 15.488 3.840 -16.531
H 17.966 4.328 -16.934
H 17.357 6.069 -16.973
H 17.365 5.377 -19.053
H 15.579 5.434 -18.498
H 18.052 3.137 -19.286
H 17.155 1.743 -19.576
H 17.642 2.063 -17.930
C 17.912 8.309 -3.442
O 18.740 9.269 -2.754
C 19.970 9.502 -3.521
C 20.983 8.454 -3.160
N 22.273 8.680 -3.752
C 23.249 7.667 -3.341
C 24.586 7.769 -4.137
O 25.604 6.757 -3.967
C 25.918 6.358 -2.586
H 17.338 8.890 -4.164
H 17.117 7.948 -2.790
H 18.427 7.412 -3.787
H 20.350 10.510 -3.361
H 19.730 9.616 -4.578
H 20.662 7.465 -3.487
H 21.151 8.584 -2.090
H 22.185 8.888 -4.737
H 22.661 6.751 -3.286
H 23.369 8.007 -2.313
H 24.960 8.714 -3.742
H 24.279 7.775 -5.182
H 26.321 7.188 -2.006
H 26.397 5.379 -2.570
H 24.921 6.155 -2.195
N 21.843 5.271 -13.427
C 22.704 6.278 -13.431
N 23.924 5.850 -13.511
O 22.324 7.431 -13.481
H 20.875 5.557 -13.389
H 22.074 4.384 -13.851
H 24.671 6.519 -13.629
H 24.076 4.890 -13.236
N 22.586 19.089 -6.260
C 22.675 18.303 -5.283
N 22.998 18.958 -4.179
O 22.487 17.158 -5.347
H 22.284 18.718 -7.150
H 23.174 19.910 -6.243
H 22.768 19.935 -4.064
H 23.282 18.562 -3.294
O 21.100 14.957 -11.249
H 20.416 15.552 -11.556
H 21.845 15.131 -11.824
O 25.879 12.602 -6.892
H 25.173 13.069 -6.444
H 25.577 12.522 -7.797
O 21.141 12.945 -15.460
H 21.668 12.593 -14.743
H 20.304 12.484 -15.391
O 21.474 11.060 -8.861
H 21.559 10.659 -9.726
H 21.323 11.988 -9.041
```

As for the frontier orbital gap: 8.54 eV. The multiplicity is 1. The HOMO energy comes out at -8.227 eV. As for the structure (SMILES): COCCNCCOC.COCCNCCOC.NC(N)=O.NC(N)=O.O.O.O.O.

The Mulliken scheme yields these atomic charges, measured in e: atom 1 (C): -0.750, atom 2 (O): -0.328, atom 3 (C): -0.486, atom 4 (C): -0.588, atom 5 (N): -0.310, atom 6 (C): -0.754, atom 7 (C): -0.625, atom 8 (O): -0.394, atom 9 (C): -0.726, atom 10 (H): 0.249, atom 11 (H): 0.298, atom 12 (H): 0.317, atom 13 (H): 0.323, atom 14 (H): 0.313, atom 15 (H): 0.317, atom 16 (H): 0.427, atom 17 (H): 0.272, atom 18 (H): 0.391, atom 19 (H): 0.389, atom 20 (H): 0.355, atom 21 (H): 0.426, atom 22 (H): 0.335, atom 23 (H): 0.289, atom 24 (H): 0.261, atom 25 (C): -0.678, atom 26 (O): -0.371, atom 27 (C): -0.617, atom 28 (C): -0.373, atom 29 (N): -0.300, atom 30 (C): -0.679, atom 31 (C): -0.337, atom 32 (O): -0.394, atom 33 (C): -0.648, atom 34 (H): 0.273, atom 35 (H): 0.262, atom 36 (H): 0.276, atom 37 (H): 0.403, atom 38 (H): 0.362, atom 39 (H): 0.319, atom 40 (H): 0.162, atom 41 (H): 0.237, atom 42 (H): 0.341, atom 43 (H): 0.309, atom 44 (H): 0.345, atom 45 (H): 0.299, atom 46 (H): 0.290, atom 47 (H): 0.279, atom 48 (H): 0.240, atom 49 (N): -0.442, atom 50 (C): 0.628, atom 51 (N): -0.391, atom 52 (O): -0.654, atom 53 (H): 0.215, atom 54 (H): 0.208, atom 55 (H): 0.228, atom 56 (H): 0.208, atom 57 (N): -0.406, atom 58 (C): 0.581, atom 59 (N): -0.421, atom 60 (O): -0.586, atom 61 (H): 0.229, atom 62 (H): 0.212, atom 63 (H): 0.196, atom 64 (H): 0.195, atom 65 (O): -0.634, atom 66 (H): 0.319, atom 67 (H): 0.318, atom 68 (O): -0.637, atom 69 (H): 0.323, atom 70 (H): 0.313, atom 71 (O): -0.634, atom 72 (H): 0.317, atom 73 (H): 0.317, atom 74 (O): -0.644, atom 75 (H): 0.317, atom 76 (H): 0.325

=====

No. 5
The following is a quantum chemistry calculation of C23H30Cl3N4ORbS3SiTe as an isolated structure, from OMol25.

```
67
C23H30Cl3N4ORbS3SiTe, DFT ωB97M-V/def2-TZVPD
Rb -0.412 0.670 0.060
C 1.996 -2.809 0.256
C 1.074 -2.245 1.304
C 1.563 -1.474 2.355
C 0.712 -0.929 3.314
C 1.278 -0.156 4.476
C -0.657 -1.138 3.185
C -1.178 -1.915 2.150
C -2.660 -2.138 2.008
C -0.299 -2.475 1.228
H 1.884 -2.291 -0.701
H 1.771 -3.860 0.065
H 3.041 -2.725 0.560
H 2.632 -1.294 2.432
H 0.485 0.275 5.087
H 1.910 0.662 4.129
H 1.886 -0.809 5.108
H -1.332 -0.700 3.914
H -3.000 -1.789 1.030
H -3.214 -1.624 2.796
H -2.896 -3.204 2.049
H -0.698 -3.057 0.404
C -5.264 0.879 -1.748
C -4.131 0.541 -0.817
N -3.098 -0.138 -1.150
N -2.916 -0.447 -2.453
C -2.490 -1.666 -2.695
N -1.972 -1.847 -3.948
S -2.564 -3.044 -1.669
C -4.191 0.973 0.597
C -5.401 1.216 1.245
C -5.391 1.598 2.577
C -4.179 1.746 3.230
C -3.021 1.498 2.503
N -3.022 1.124 1.230
H -4.953 0.649 -2.764
H -5.534 1.935 -1.668
H -6.152 0.284 -1.517
H -1.841 -1.057 -4.552
H -1.662 -2.762 -4.205
H -6.335 1.093 0.712
H -6.324 1.783 3.098
H -4.114 2.066 4.261
H -2.051 1.631 2.970
C 3.593 3.156 -0.990
S 2.883 1.745 -1.853
C 2.911 2.455 -3.497
O 1.449 1.733 -1.440
H 4.614 3.318 -1.337
H 3.586 2.912 0.072
H 2.965 4.031 -1.159
H 3.944 2.632 -3.797
H 2.321 3.372 -3.499
H 2.468 1.691 -4.138
Te 2.235 -1.585 -3.888
C 4.306 -1.569 -3.580
C 5.105 -2.415 -2.854
C 6.485 -2.057 -2.839
C 6.754 -0.935 -3.559
S 5.294 -0.292 -4.216
H 4.700 -3.278 -2.343
H 7.249 -2.622 -2.318
H 7.710 -0.460 -3.715
Cl -0.292 4.121 0.917
Si 0.621 2.983 2.542
Cl -0.566 3.792 4.216
Cl 2.387 4.242 2.830
```

As for the frontier orbital gap: 5.15 eV. The multiplicity is 1. Its charge is -2. The HOMO energy comes out at -1.413 eV.

The natural (NBO) scheme yields these atomic charges, measured in e: atom 1 (Rb): 0.889, atom 2 (C): -0.648, atom 3 (C): -0.004, atom 4 (C): -0.255, atom 5 (C): -0.017, atom 6 (C): -0.630, atom 7 (C): -0.215, atom 8 (C): -0.019, atom 9 (C): -0.652, atom 10 (C): -0.214, atom 11 (H): 0.262, atom 12 (H): 0.215, atom 13 (H): 0.200, atom 14 (H): 0.200, atom 15 (H): 0.214, atom 16 (H): 0.231, atom 17 (H): 0.201, atom 18 (H): 0.193, atom 19 (H): 0.269, atom 20 (H): 0.195, atom 21 (H): 0.212, atom 22 (H): 0.241, atom 23 (C): -0.682, atom 24 (C): 0.110, atom 25 (N): -0.207, atom 26 (N): -0.501, atom 27 (C): 0.282, atom 28 (N): -0.822, atom 29 (S): -0.524, atom 30 (C): 0.276, atom 31 (C): -0.285, atom 32 (C): -0.177, atom 33 (C): -0.286, atom 34 (C): 0.055, atom 35 (N): -0.472, atom 36 (H): 0.254, atom 37 (H): 0.202, atom 38 (H): 0.206, atom 39 (H): 0.385, atom 40 (H): 0.401, atom 41 (H): 0.209, atom 42 (H): 0.199, atom 43 (H): 0.215, atom 44 (H): 0.209, atom 45 (C): -0.832, atom 46 (S): 1.301, atom 47 (C): -0.842, atom 48 (O): -1.036, atom 49 (H): 0.214, atom 50 (H): 0.249, atom 51 (H): 0.231, atom 52 (H): 0.223, atom 53 (H): 0.219, atom 54 (H): 0.273, atom 55 (Te): -0.418, atom 56 (C): -0.438, atom 57 (C): -0.360, atom 58 (C): -0.260, atom 59 (C): -0.484, atom 60 (S): 0.367, atom 61 (H): 0.217, atom 62 (H): 0.198, atom 63 (H): 0.211, atom 64 (Cl): -0.536, atom 65 (Si): 0.695, atom 66 (Cl): -0.559, atom 67 (Cl): -0.548

=====

No. 6
The following is a quantum chemistry calculation of a 2-piece molecular cluster, C2H4ClN2 overall at a distorted geometry, from OMol25.

```
9
C2H4ClN2, DFT ωB97M-V/def2-TZVPD
C 0.048 1.802 0.008
C -1.020 -0.412 0.051
N -0.405 0.636 -0.100
N -0.950 -1.688 0.073
Cl -3.324 0.273 -0.002
H 0.320 2.347 -0.889
H 0.186 2.272 0.977
H -0.059 -2.171 -0.011
H -1.791 -2.248 0.142
```

As for the frontier orbital gap (alpha / beta): 7.88 / 7.89 eV. The multiplicity is 1. Its charge is +1. The HOMO energy (alpha / beta) comes out at -15.485 / -15.487 eV.

The natural (NBO) scheme yields these atomic charges, measured in e: atom 1 (C): 0.195, atom 2 (C): 0.751, atom 3 (N): -0.422, atom 4 (N): -0.760, atom 5 (Cl): -0.157, atom 6 (H): 0.233, atom 7 (H): 0.230, atom 8 (H): 0.454, atom 9 (H): 0.476

=====

In the order shown, the computed energy above the lowest of the compared OMol25 structures with the same formula, charge and spin values come out to 368.9 0.0 2.4 318.7 60.1 183.6 kJ/mol.
In the order shown, the computed DFT total energy values come out to -24406.4002 -22286.3915 -67755.0812 -44674.6732 -118251.6570 -17631.1826 eV.